Record 1
24
Properties=species:S:1:pos:R:3:forces:R:3 method="wB97M-V/def2-TZVPD" molar_mass_da=180.3 total_energy_ha=-857.61870 homo_lumo_gap_ev="4.36 / 6.37" spin_multiplicity=3 relative_energy_kj_mol=57.6
C 2.99160 1.60391 -0.17084 0.078 2.991 -0.789
C 2.94930 0.25822 0.04363 2.787 -4.042 0.096
C 1.80364 2.28609 -0.15206 3.871 3.117 -1.063
C 1.77416 -0.50582 0.26861 -0.585 1.856 -0.196
C 0.64594 1.66400 0.19451 -3.794 -0.419 0.872
C 0.61614 0.23087 0.44203 0.934 0.800 0.139
C -1.53752 1.35018 0.87897 1.684 -3.425 -1.449
C -1.63554 -1.94419 -0.47842 -2.178 -0.555 -1.536
C -1.16095 -1.43763 0.84374 2.728 1.432 -0.457
N -0.57077 2.37416 0.61151 2.495 -4.610 3.155
N -0.54630 -0.10582 0.95052 -4.126 2.908 -0.544
S -2.79972 1.16770 -0.43332 -0.632 0.208 0.548
H 3.99072 2.11143 -0.41598 -1.763 -0.695 0.466
H 3.93538 -0.28925 -0.00336 -1.277 0.490 0.115
H 1.82264 3.35197 -0.31862 -0.141 0.151 -0.077
H 1.79979 -1.52450 0.42134 0.098 -1.980 0.300
H -2.14711 1.39557 1.75744 0.159 0.091 0.840
H -2.75039 -1.61704 -0.43163 1.687 -1.313 -1.115
H -1.16176 -1.65620 -1.45961 -0.264 0.583 1.341
H -1.43556 -3.06213 -0.52558 -0.963 1.148 0.417
H -1.91811 -1.45553 1.57600 -0.710 -0.593 0.947
H -0.28233 -2.00064 1.03980 0.433 -1.156 1.204
H -1.01688 2.92193 -0.00304 -1.066 3.016 -3.147
H -2.06327 0.80193 -1.47604 0.544 -0.002 -0.065

=====

Record 2
26
Properties=species:S:1:pos:R:3:forces:R:3 method="wB97M-V/def2-TZVPD" molar_mass_da=190.2 total_energy_ha=-623.43960 homo_lumo_gap_ev=7.52 total_charge=+1 spin_multiplicity=1 relative_energy_kj_mol=647.8
C -2.76240 -1.01274 1.89468 0.305 0.460 -1.211
C -3.76255 -2.99805 -0.51283 0.221 0.088 0.136
C -2.70388 -0.88034 0.52271 0.591 0.771 -2.320
C -3.22109 -1.80747 -0.25341 1.594 4.198 -2.908
C 2.14514 0.27714 1.96928 -1.639 2.225 4.427
C -2.76774 -0.80366 -3.35423 0.185 0.413 -0.825
C 0.76770 -0.17080 1.50997 -0.429 -1.360 -0.893
C 0.16981 0.99032 0.65454 0.932 0.102 0.635
C -1.34831 1.27530 0.68708 0.086 1.257 0.793
N -2.90802 -1.20327 2.99220 -0.311 -0.479 3.331
N -3.97704 -4.06912 -0.82927 -0.867 -2.118 -0.582
N -2.11915 0.37122 -1.34939 -1.190 -2.367 -2.951
N -2.07710 0.27102 -0.08944 -0.998 -0.885 1.840
N -2.69460 -0.60484 -1.95132 0.635 0.341 5.369
H 1.83803 0.96367 2.94651 1.180 -0.954 -2.487
H 2.79213 -0.41821 2.49091 0.004 -0.616 -0.618
H 2.67178 0.89185 1.24990 0.077 -0.074 -0.107
H -1.92550 -1.44814 -3.66788 -0.508 0.359 -0.054
H -3.72442 -1.27677 -3.50437 -0.184 -0.325 -0.485
H -2.77467 0.18728 -3.85846 0.180 -0.678 0.229
H 0.03268 -0.51273 2.26782 0.841 0.462 0.224
H 0.96318 -1.09893 0.92246 -0.624 0.599 -0.185
H 0.69272 1.90635 1.03800 -0.658 -0.567 -0.581
H 0.57642 0.73535 -0.33766 -0.655 0.880 -0.103
H -1.62788 2.32318 0.32729 0.494 -1.595 0.032
H -1.80470 1.24560 1.71129 0.739 -0.138 -0.705

=====

Record 3
23
Properties=species:S:1:pos:R:3:forces:R:3 method="wB97M-V/def2-TZVPD" molar_mass_da=150.2 total_energy_ha=-479.76633 homo_lumo_gap_ev=8.23 total_charge=+1 spin_multiplicity=1 relative_energy_kj_mol=233.1
C -2.83693 1.42356 -0.05543 -0.300 -0.317 -1.473
C -2.06466 1.75947 1.11848 1.893 -0.545 0.185
C -2.25964 0.87154 -1.14398 0.614 0.106 -0.822
C -0.71467 1.38503 1.28763 -3.718 0.974 -1.307
C -0.74969 0.65166 -1.13264 -2.239 -1.420 1.886
C -0.05437 0.86861 0.15236 -0.005 0.031 0.834
C 2.22411 0.53800 1.23133 0.942 -0.150 -0.226
C 2.42129 0.12160 -0.19814 -1.092 -5.159 1.351
C 0.71833 -3.96261 -0.58478 1.977 0.535 -1.799
N 1.15652 0.45406 0.32669 -0.425 0.877 -0.382
O 0.79323 -2.80441 -0.27103 -0.317 0.081 0.031
H -3.89980 1.61482 -0.17084 0.109 0.223 0.702
H -2.55003 2.33318 1.90279 -0.014 -0.327 0.065
H -2.78819 0.62123 -2.15361 0.858 0.552 2.243
H -0.24759 1.51088 2.22401 0.665 0.252 0.729
H -0.34738 1.14504 -1.93907 1.367 1.105 -1.915
H 2.22802 -0.13539 2.05747 0.139 -0.769 0.175
H 2.72127 1.44426 1.41938 -0.199 1.582 0.483
H 2.79792 0.68346 -0.94847 1.406 2.190 -1.852
H 2.52713 -0.99272 -0.36596 -0.088 1.374 0.076
H 0.27828 -4.72960 -0.03712 -1.425 -1.172 1.634
H 1.23886 -4.38990 -1.48395 -0.247 0.647 0.127
H -0.59202 -0.41180 -1.23510 0.098 -0.669 -0.745

=====

Record 4
24
Properties=species:S:1:pos:R:3:forces:R:3 method="wB97M-V/def2-TZVPD" molar_mass_da=166.2 total_energy_ha=-555.16434 homo_lumo_gap_ev="4.98 / 6.27" total_charge=-1 spin_multiplicity=3
C -0.18350 3.33578 -0.13242 -2.109 7.340 3.326
C 0.48783 1.00942 1.64037 1.268 0.511 -1.533
C 1.02145 -2.11350 1.02686 0.690 0.369 0.990
C 1.05079 -2.76911 -0.30189 -2.641 1.721 -0.360
C 1.33809 -1.28796 -0.16787 -2.778 0.177 0.258
C 0.33217 -0.23201 -0.64696 1.169 -1.954 -1.453
C -1.07598 0.03082 -0.28307 0.721 -1.361 3.711
C 0.11126 1.01936 0.10414 -0.078 1.365 -2.292
C -2.04809 0.36953 -1.29841 -3.561 -0.569 1.519
N 0.15174 2.31218 -0.72552 1.030 -9.201 -0.740
O -0.48763 0.80827 2.35145 -0.721 -0.160 1.159
O 1.69833 1.16697 1.86220 -0.094 0.030 0.351
H -0.03696 4.37226 -0.38049 0.727 0.094 -0.355
H -0.74197 3.22120 0.77866 -0.767 -0.126 0.323
H 0.14298 -1.86709 1.57840 -0.609 0.037 0.143
H 1.88215 -2.35372 1.66142 -0.457 0.052 -0.083
H 1.86230 -3.32501 -0.30248 3.966 -2.626 -0.618
H 0.26813 -3.29725 -0.85285 -0.379 0.872 0.319
H 2.28062 -0.85453 -0.29676 1.622 -0.045 -0.078
H 0.49977 -0.23575 -1.74178 -0.214 0.971 0.431
H -1.46092 -0.54416 0.66652 0.797 1.445 -1.831
H -1.70764 1.23637 -1.77443 0.020 1.304 -1.237
H -3.13488 0.46358 -0.85297 2.077 0.628 -0.477
H -2.25001 -0.46563 -1.91214 0.320 -0.874 -1.471

=====

Record 5
25
Properties=species:S:1:pos:R:3:forces:R:3 method="wB97M-V/def2-TZVPD" molar_mass_da=198.3 total_energy_ha=-953.24297 homo_lumo_gap_ev=7.90 total_charge=+1 spin_multiplicity=1 relative_energy_kj_mol=52.9
C -4.97638 0.23879 0.33698 -0.369 -1.593 -1.981
C -4.70641 -0.73427 -0.70505 -0.525 0.889 1.379
C -3.96992 0.72000 1.15979 -1.834 -0.676 -1.448
C -3.43120 -1.20848 -0.89050 0.738 -0.766 -1.259
C -2.72329 0.29456 0.90452 4.220 -0.309 0.591
C -2.43514 -0.67649 -0.06865 -1.146 0.393 -0.401
C 0.00632 -1.06316 -0.23422 -0.379 0.312 0.135
C 3.52673 0.18222 -1.42288 -0.467 -2.664 1.777
C 3.44752 1.17531 1.21155 1.314 -1.887 0.720
N -1.15494 -1.07052 -0.37441 0.564 -0.187 0.177
O 1.17999 -1.05210 -0.16423 1.045 -0.124 0.106
O 5.50190 -0.22998 0.42606 -3.292 3.445 2.885
S 3.88226 -0.38064 0.30902 -0.242 -0.104 -0.016
H -5.99625 0.58937 0.36769 -0.061 0.106 0.420
H -5.47692 -1.16600 -1.34063 -0.167 0.511 0.275
H -4.16773 1.41529 1.91441 -0.277 0.985 0.942
H -3.15595 -1.93370 -1.77219 -0.588 1.443 2.069
H -1.84724 0.76424 1.48299 -1.342 -0.964 -0.885
H 3.95242 -0.69380 -1.91343 -0.136 0.428 -0.739
H 3.92676 1.10509 -1.64906 1.397 1.821 -0.371
H 2.45310 0.22442 -1.52739 -0.228 -0.334 0.041
H 3.94032 1.69952 0.44945 0.442 2.427 0.054
H 3.77334 1.22829 2.26874 0.802 -0.270 -0.925
H 2.41167 1.30295 1.32380 -1.595 -0.044 -0.856
H 6.03907 -0.73091 -0.09236 2.125 -2.838 -2.690

=====

Record 6
24
Properties=species:S:1:pos:R:3:forces:R:3 method="wB97M-V/def2-TZVPD" molar_mass_da=184.3 smiles="CC1=CS(=O)(=O)C(C)=C(C)C=C1" total_energy_ha=-898.61257 homo_lumo_gap_ev=9.00 spin_multiplicity=1 relative_energy_kj_mol=462.9
C -3.54096 0.91103 0.42840 1.377 -0.837 -0.423
C -2.20149 0.20872 0.05307 -1.472 1.218 -0.889
C -2.18596 -1.08000 -0.14449 3.701 -1.142 0.096
S -0.18459 -1.83083 -0.22121 -1.136 0.678 -0.886
O -0.19538 -2.68925 -1.37750 0.325 -0.179 -0.298
O -0.08699 -2.38708 1.09100 -0.069 -0.777 1.280
C 1.57664 -0.80132 -0.18105 -3.696 -1.745 0.159
C 2.62012 -1.82715 0.08338 2.424 3.099 -2.817
C 1.35723 0.48779 -0.15006 2.102 1.369 -0.052
C 2.48931 1.46920 0.15292 1.579 0.691 -1.235
C 0.18396 1.27274 -0.41226 -2.408 -0.089 -1.162
C -1.15854 1.17171 -0.41640 -1.754 1.071 1.785
H -3.25311 1.67636 1.09179 0.183 0.880 1.400
H -4.26014 0.25280 0.90705 -0.043 0.002 -0.241
H -3.92814 1.48824 -0.39328 -0.464 -0.275 -0.678
H -2.92167 -1.88325 -0.08225 0.455 0.194 0.186
H 2.65799 -2.48605 -0.78264 0.054 -0.093 -0.122
H 2.39578 -2.41225 0.90017 -0.180 -0.951 2.117
H 3.66079 -1.24645 0.07978 -2.069 -1.442 0.474
H 3.12747 1.09574 0.93984 0.336 -0.184 0.118
H 2.02785 2.36731 0.53091 -0.008 0.347 0.262
H 3.19359 1.86159 -0.72069 -1.639 -1.236 1.438
H 0.38838 2.22695 -0.83221 0.805 0.797 -0.073
H -1.76213 2.15344 -0.54427 1.597 -1.395 -0.437

=====

Record 7
24
Properties=species:S:1:pos:R:3:forces:R:3 method="wB97M-V/def2-TZVPD" molar_mass_da=184.3 total_energy_ha=-898.62747 homo_lumo_gap_ev="6.98 / 6.98" spin_multiplicity=1 relative_energy_kj_mol=423.8
C 0.44964 2.48110 -2.50057 -0.087 -0.094 0.008
C 0.54146 2.55464 -1.01363 -1.533 -1.625 1.161
S -1.02922 1.24124 -0.21178 0.682 -0.365 -0.665
O -2.20840 2.07118 -0.32143 -0.345 0.754 -0.207
C -1.27817 -0.35465 -0.69488 0.602 1.291 0.217
C -0.15565 -1.26975 -0.28982 0.206 -0.080 -0.056
C 0.03743 -1.35380 1.19761 0.289 -1.150 -0.034
C 0.47532 -2.46249 1.84034 -0.246 0.897 0.328
C 0.75889 -3.76383 1.26206 -0.010 -0.339 -0.634
O 1.23343 -4.68461 1.88662 -0.051 0.123 0.012
C -0.22253 -0.16858 1.98605 -0.061 0.533 0.213
C -0.63143 1.00768 1.50774 0.413 -0.296 -0.419
H 0.68149 1.48076 -2.86011 -0.006 -0.069 -0.094
H -0.55031 2.75510 -2.82507 -0.104 0.028 -0.151
H 1.15767 3.17755 -2.95519 0.003 -0.004 -0.023
H 0.24546 3.49943 -0.58367 -0.064 0.164 0.175
H 1.44362 2.15176 -0.57401 0.210 0.015 0.060
H -1.60444 -0.43698 -1.72058 -0.156 0.137 -0.193
H -0.36457 -2.25655 -0.70156 0.062 0.059 0.001
H 0.80867 -0.94838 -0.71414 0.090 -0.200 -0.027
H 0.64612 -2.41709 2.90824 -0.004 0.036 0.133
H 0.50369 -3.88629 0.18940 0.094 -0.096 0.128
H -0.09208 -0.27659 3.05619 0.003 0.086 0.073
H -0.84607 1.85915 2.13220 0.011 0.197 -0.008

=====

Record 8
23
Properties=species:S:1:pos:R:3:forces:R:3 method="wB97M-V/def2-TZVPD" molar_mass_da=164.3 smiles="C[SiH](C)C(=O)c1ccccc1" total_energy_ha=-714.82711 homo_lumo_gap_ev=9.31 spin_multiplicity=1 relative_energy_kj_mol=226.4
C -3.40698 0.84149 0.44513 -0.922 1.135 0.699
Si -1.91801 0.28522 -0.38376 0.856 -0.205 -2.481
C -2.14546 -1.47888 -1.08037 0.228 0.827 4.616
C -0.48042 0.28141 0.91779 0.753 -0.412 -0.424
O -0.74914 0.26528 2.09972 -0.517 0.203 0.158
C 0.97187 0.17528 0.50429 -1.409 0.061 0.568
C 1.33975 0.11072 -0.79953 1.592 -0.057 0.225
C 2.67365 0.08679 -1.13669 -1.022 0.130 -2.052
C 3.57454 -0.05787 -0.15082 4.461 0.033 -1.096
C 3.28355 0.13103 1.16656 0.191 -2.114 0.494
C 1.92755 0.20579 1.47822 1.368 1.696 1.095
H -3.14807 1.68413 1.09903 -0.276 0.259 -0.423
H -4.20172 1.07768 -0.26797 0.174 0.351 0.080
H -3.84934 0.15569 1.13844 -0.005 -0.879 0.315
H -1.52960 1.21581 -1.68019 -0.457 -0.917 1.703
H -2.12987 -2.15057 -0.15849 -0.189 0.672 -1.024
H -3.00898 -1.67864 -1.60663 -1.751 -0.221 -1.324
H -1.27718 -1.69462 -1.56333 2.317 -0.907 -1.899
H 0.65360 0.05608 -1.54740 -2.058 0.160 -2.039
H 2.97057 0.21805 -2.18662 -0.087 -0.526 0.496
H 4.67854 -0.23586 -0.47412 -1.960 0.425 0.735
H 4.15307 -0.15138 1.79270 -1.072 1.017 0.486
H 1.61811 0.65736 2.39405 -0.215 -0.732 1.092

=====

Record 9
22
Properties=species:S:1:pos:R:3:forces:R:3 method="wB97M-V/def2-TZVPD" molar_mass_da=152.3 total_energy_ha=-748.23993 homo_lumo_gap_ev=8.13 spin_multiplicity=1 relative_energy_kj_mol=0.0
C 1.28920 -1.39931 2.49975 -0.012 0.064 0.032
C 1.75378 -0.06239 2.01458 -0.054 -0.175 0.158
C 1.20839 0.57280 0.99204 0.171 0.184 -0.147
C 0.11229 0.09673 0.14746 -0.265 -0.379 0.024
C 0.23149 -0.68675 -0.92231 -0.324 -0.205 0.314
C -0.82057 -0.31529 -1.92606 0.007 -0.288 0.094
C -0.25708 0.88276 -2.64081 0.399 0.612 -0.053
S 0.67085 1.97768 -1.89018 -0.090 0.483 -1.328
C -1.97048 0.18821 -1.02372 -0.075 -0.015 -0.007
C -1.24785 0.75394 0.20589 -0.008 0.001 0.016
H 0.89548 -1.32492 3.51510 0.016 -0.052 0.051
H 2.12194 -2.10110 2.52124 0.023 -0.115 0.037
H 0.51302 -1.79801 1.84966 -0.024 -0.060 0.034
H 2.58047 0.37183 2.55755 0.137 0.205 -0.022
H 1.55937 1.53352 0.58795 0.122 -0.293 0.702
H 1.10455 -1.25089 -1.19772 0.295 0.023 -0.035
H -1.12801 -1.08565 -2.63492 -0.017 0.034 0.034
H -0.51414 1.03631 -3.68703 -0.127 -0.038 -0.010
H -2.59446 -0.66043 -0.74939 -0.037 -0.044 -0.008
H -2.59394 0.92675 -1.52394 -0.090 0.025 -0.009
H -1.75907 0.50352 1.13690 -0.032 0.030 0.032
H -1.15522 1.84071 0.16796 -0.014 0.003 0.088

=====

Record 10
22
Properties=species:S:1:pos:R:3:forces:R:3 method="wB97M-V/def2-TZVPD" molar_mass_da=152.3 total_energy_ha=-747.99631 homo_lumo_gap_ev="6.56 / 7.55" spin_multiplicity=1 relative_energy_kj_mol=639.6
C -2.48394 -0.55171 -0.26870 3.057 1.509 2.074
C -1.21623 1.23609 0.71345 -0.326 0.509 -0.393
C 1.03169 -1.87430 -0.01406 4.193 1.503 -0.945
C -1.20773 -0.92541 -0.01735 0.135 -0.299 -1.215
C -0.40372 0.19375 0.52504 -0.899 -0.702 -0.716
C 1.94326 0.06756 2.09271 -0.194 -1.259 -1.862
C -2.60264 0.86778 0.21857 1.930 -0.401 -2.099
C -0.34879 -2.08128 -0.44162 -1.271 -2.316 1.898
C 2.02673 1.51406 -1.28509 2.046 -0.211 2.529
S 1.32320 -0.23583 0.40097 -0.815 0.720 1.825
H -3.23224 -0.95794 -0.83273 -1.672 -1.548 -1.060
H -0.99794 2.26559 0.94222 0.292 -0.012 0.350
H 1.93267 -2.14698 -0.73981 -2.075 0.060 1.674
H 2.20752 1.11425 2.14738 0.342 0.380 -0.062
H 2.80444 -0.61960 2.06825 0.057 0.314 0.532
H -2.76944 1.43603 -0.73067 -0.108 0.144 0.774
H -3.38679 1.00107 0.88184 -1.613 0.620 1.326
H -0.29819 -2.26596 -1.47173 -0.764 -0.228 -1.723
H -0.67117 -3.07050 0.06903 0.016 1.387 -0.867
H 1.14192 1.99800 -1.40601 -2.438 1.469 -0.061
H 2.83990 1.99782 -0.72765 -0.622 -0.125 -0.027
H 2.36748 1.03751 -2.12404 0.731 -1.517 -1.950